[1]
Computed, not measured: a structure of composition C22H17CoN2O4S5 in a non-equilibrium geometry, with wB97M-V/def2-TZVPD.

Structure (XYZ):
```
51
Properties=species:S:1:pos:R:3:nbo_charge:R:1
Co 2.113 -0.173 0.185 0.941
O 8.263 -2.270 2.072 -0.609
C 7.154 -1.890 1.777 0.184
S 5.743 -2.950 1.658 0.299
C 4.600 -1.730 1.128 -0.428
C 5.066 -0.488 0.965 -0.400
S 4.092 0.835 0.410 -0.231
S 6.768 -0.230 1.309 0.306
S 2.939 -2.148 0.817 -0.342
C -1.849 4.394 3.585 -0.251
O -1.375 5.052 2.429 -0.498
C -0.599 4.328 1.578 0.340
C -0.148 5.041 0.439 -0.357
C 0.642 4.396 -0.466 -0.103
C 1.028 3.046 -0.321 -0.350
C 1.853 2.383 -1.298 0.581
C 2.377 3.128 -2.514 -0.695
O 2.203 1.196 -1.241 -0.653
C 0.568 2.326 0.836 0.475
O 0.878 1.119 1.026 -0.755
C -0.256 3.018 1.779 -0.392
H -2.447 5.123 4.126 0.188
H -1.024 4.058 4.218 0.180
H -2.469 3.533 3.326 0.176
H -0.430 6.077 0.317 0.212
H 0.986 4.963 -1.323 0.196
H 2.152 4.189 -2.570 0.203
H 1.975 2.631 -3.399 0.223
H 3.458 2.990 -2.528 0.245
H -0.571 2.451 2.642 0.214
S -4.083 -2.059 -0.268 0.256
C -2.331 -1.712 -0.229 -0.140
C -1.599 -1.927 0.926 -0.252
C -0.249 -1.613 0.923 0.080
N 0.371 -1.114 -0.147 -0.430
C -0.334 -0.925 -1.264 0.067
C -1.686 -1.204 -1.347 -0.251
C -4.028 -3.598 -1.168 -0.134
C -4.455 -3.663 -2.486 -0.264
C -4.415 -4.887 -3.138 0.037
N -3.985 -6.012 -2.573 -0.412
C -3.575 -5.936 -1.309 0.039
C -3.583 -4.766 -0.565 -0.255
H -2.068 -2.318 1.817 0.228
H 0.366 -1.753 1.802 0.241
H 0.213 -0.528 -2.107 0.220
H -2.225 -1.019 -2.266 0.226
H -4.810 -2.777 -2.995 0.227
H -4.743 -4.962 -4.169 0.192
H -3.224 -6.860 -0.862 0.195
H -3.243 -4.765 0.462 0.230
```

The max |F| is 1.8 eV Å⁻¹. The LUMO energy (spin up / spin down) comes out at 1.78 / 1.78 eV. As for the charge: -1. As for the spin multiplicity: 2. The orbital gap (spin up / spin down) is 5.208 / 5.383 eV. The expectation value of S² is 0.914. Its energy relative to the best compared isomer or geometry (same formula, charge and spin) is 9.5 kcal/mol. For the energy, the calculation gives -4632.85356 a.u. The molar mass comes out at 592.66 g mol⁻¹. As for the highest occupied orbital energy (spin up / spin down): -3.42 / -3.60 eV.

=====

[2]
Computed, not measured: a cluster of 2 separate species, C6H16N in total in a non-equilibrium geometry, with wB97M-V/def2-TZVPD.

Structure (XYZ):
```
23
Properties=species:S:1:pos:R:3:nbo_charge:R:1
C -0.163 1.233 2.808 -0.610
C -0.450 1.159 1.282 -0.216
C -0.274 -0.082 0.604 -0.013
C 0.804 1.339 0.364 -0.526
C 1.079 1.172 -1.235 -0.345
C 1.596 -0.171 -1.780 -0.642
N -2.370 -3.229 -1.510 -1.096
H 0.637 0.389 3.122 0.224
H 0.412 2.125 3.082 0.242
H -1.048 1.046 3.439 0.265
H -1.322 1.760 1.066 0.264
H 0.410 -0.894 0.859 0.256
H -1.219 -0.519 0.231 0.287
H 1.698 1.022 0.909 0.265
H 1.049 2.420 0.525 0.379
H 0.195 1.548 -1.795 0.234
H 1.921 1.839 -1.406 0.234
H 1.989 -0.104 -2.805 0.257
H 0.729 -0.796 -1.994 0.220
H 2.208 -0.732 -1.046 0.219
H -2.052 -4.065 -1.038 0.367
H -3.324 -3.077 -1.174 0.360
H -2.507 -3.382 -2.509 0.372
```

The max |F| is 3.7 eV Å⁻¹. The LUMO energy comes out at -5.57 eV. As for the charge: +1. The orbital gap is 7.513 eV. Its energy relative to the best compared isomer or geometry (same formula, charge and spin) is 103.5 kcal/mol. For the energy, the calculation gives -292.55928 a.u. The molar mass comes out at 102.20 g mol⁻¹. As for the highest occupied orbital energy: -13.08 eV.

=====

[3]
Computed, not measured: the ion C9H18N3O with charge +1 in a non-equilibrium geometry, with wB97M-V/def2-TZVPD.

Structure (XYZ):
```
31
Properties=species:S:1:pos:R:3:nbo_charge:R:1
C 3.149 -1.936 0.000 -0.352
C 2.873 -0.596 0.183 0.048
C 2.014 -2.770 -0.322 0.132
C 0.545 -0.945 -0.494 0.370
C -4.262 -0.884 -0.256 -0.602
C 1.803 1.864 1.271 -0.450
C 2.071 1.980 -1.083 -0.392
C -2.855 -0.288 -0.277 -0.412
C -1.763 -1.176 0.238 -0.090
N 0.853 -2.354 -0.527 -0.419
N 1.619 -0.089 -0.022 -0.283
N 1.386 1.342 0.036 -0.178
O -0.521 -0.489 0.326 -0.572
H 4.085 -2.370 0.261 0.251
H 3.600 0.168 0.327 0.211
H 2.215 -3.827 -0.265 0.207
H 0.275 -0.878 -1.600 0.166
H -4.336 -1.706 -0.934 0.215
H -4.441 -1.148 0.736 0.210
H -4.913 0.004 -0.489 0.225
H 2.946 1.879 1.506 0.248
H 1.548 2.877 1.297 0.240
H 1.400 1.280 2.134 0.270
H 3.141 1.887 -0.743 0.222
H 1.861 1.445 -1.928 0.235
H 1.740 2.941 -1.206 0.232
H -2.856 0.667 0.388 0.187
H -2.615 0.189 -1.276 0.202
H -1.867 -1.671 1.200 0.206
H -1.761 -2.107 -0.488 0.197
H 0.381 1.525 -0.113 0.476
```

As for the structure (SMILES): CCCO[C@@H]1N=CC=CN1[NH+](C)C. The max |F| is 5.0 eV Å⁻¹. The LUMO energy comes out at -3.04 eV. As for the charge: +1. The orbital gap is 9.178 eV. Its energy relative to the best compared isomer or geometry (same formula, charge and spin) is 75.2 kcal/mol. For the energy, the calculation gives -592.85199 a.u. The molar mass comes out at 184.26 g mol⁻¹. As for the highest occupied orbital energy: -12.22 eV.

=====

[4]
Computed, not measured: a cluster of 6 separate species, C30H59F3O23P6 in total in a non-equilibrium geometry, with wB97M-V/def2-TZVPD.

Structure (XYZ):
```
121
Properties=species:S:1:pos:R:3:mulliken_charge:R:1
C 6.312 1.102 2.086 -0.985
C 6.384 -0.397 2.489 -0.688
P 6.640 -1.593 1.083 0.132
C 7.847 -0.824 -0.075 -1.169
C 4.965 -1.678 0.291 0.664
C 4.416 -0.514 -0.259 -0.199
C 3.149 -0.551 -0.814 0.596
C 2.575 0.741 -1.364 -1.224
O 1.258 1.010 -0.846 -0.350
C 1.199 1.215 0.490 0.966
F 0.258 2.151 0.713 -0.270
F 0.787 0.105 1.108 -0.251
F 2.326 1.673 1.020 -0.247
C 2.424 -1.725 -0.860 -0.723
C 2.950 -2.880 -0.323 0.574
C 4.230 -2.867 0.264 -0.025
C 4.710 -4.169 0.856 0.155
O 5.852 -4.498 1.016 -0.510
C 3.635 -5.117 1.309 -0.565
C 2.441 -5.106 0.735 -0.703
C 2.161 -4.153 -0.366 0.218
O 1.372 -4.391 -1.241 -0.619
H 7.068 1.672 2.628 0.309
H 6.535 1.269 1.030 0.290
H 5.328 1.539 2.256 0.237
H 5.390 -0.661 2.863 0.302
H 7.085 -0.592 3.297 0.559
H 8.501 -0.195 0.537 0.375
H 8.500 -1.562 -0.535 0.339
H 7.405 -0.171 -0.833 0.348
H 4.978 0.409 -0.248 0.330
H 2.440 0.596 -2.438 0.234
H 3.263 1.577 -1.255 0.462
H 1.427 -1.752 -1.283 0.571
H 3.904 -5.806 2.099 0.472
H 1.705 -5.814 1.101 0.411
C 3.647 -7.777 -1.817 -0.707
O 4.314 -6.634 -2.388 -0.033
P 4.887 -6.690 -3.931 0.979
O 5.195 -5.270 -4.178 -0.648
O 3.454 -7.182 -4.540 -0.417
C 2.461 -6.196 -4.822 -0.707
O 5.725 -7.429 -5.142 -0.320
C 5.755 -8.870 -5.170 -0.633
H 4.020 -7.923 -0.804 0.256
H 2.580 -7.562 -1.770 0.238
H 3.809 -8.686 -2.392 0.356
H 2.679 -5.245 -4.338 0.319
H 1.503 -6.564 -4.454 0.259
H 2.399 -6.058 -5.902 0.251
H 4.773 -9.266 -5.437 0.284
H 6.065 -9.277 -4.207 0.282
H 6.475 -9.176 -5.925 0.247
C -2.524 1.895 -0.326 -0.766
O -3.898 1.983 0.117 -0.365
P -4.888 3.171 -0.465 1.373
O -6.175 2.601 0.005 -0.711
O -4.546 2.818 -2.023 -0.436
C -5.197 1.700 -2.623 -0.736
O -5.474 4.669 -0.898 -0.372
C -4.528 5.682 -1.302 -0.714
H -1.894 1.718 0.536 0.301
H -2.435 1.047 -1.006 0.283
H -2.194 2.799 -0.830 0.304
H -5.648 1.043 -1.881 0.344
H -4.452 1.136 -3.186 0.248
H -5.960 2.065 -3.309 0.268
H -4.092 5.433 -2.270 0.304
H -3.736 5.798 -0.560 0.298
H -5.063 6.625 -1.389 0.256
C 1.733 1.332 -8.711 -0.628
O 2.694 1.737 -7.717 -0.361
P 2.957 0.795 -6.391 0.985
O 4.183 1.402 -5.840 -0.697
O 3.232 -0.548 -7.271 -0.406
C 4.539 -0.760 -7.809 -0.723
O 2.421 -0.088 -5.105 0.034
C 1.148 -0.755 -5.253 -0.637
H 1.133 2.197 -8.988 0.259
H 2.272 0.983 -9.592 0.237
H 1.075 0.541 -8.357 0.292
H 5.139 0.149 -7.795 0.344
H 4.431 -1.093 -8.842 0.256
H 5.033 -1.541 -7.233 0.250
H 1.233 -1.582 -5.959 0.307
H 0.378 -0.061 -5.592 0.325
H 0.858 -1.148 -4.282 0.177
C -5.995 5.215 2.271 -0.303
O -4.706 5.096 2.919 -0.165
P -4.174 6.282 3.935 1.126
O -3.014 5.618 4.560 -0.709
O -5.536 6.252 4.823 -0.441
C -5.659 5.254 5.842 -0.805
O -3.887 7.864 4.309 -0.325
C -4.772 8.863 3.765 -0.628
H -5.878 4.920 1.232 0.025
H -6.692 4.529 2.750 0.180
H -6.392 6.227 2.320 0.353
H -4.935 4.451 5.721 0.349
H -6.660 4.828 5.776 0.272
H -5.537 5.721 6.817 0.344
H -5.755 8.797 4.234 0.288
H -4.873 8.753 2.684 0.266
H -4.344 9.840 3.975 0.255
C -6.492 0.588 5.081 -0.670
O -6.671 1.554 6.138 -0.226
P -6.811 1.056 7.726 1.078
O -6.621 2.397 8.334 -0.648
O -5.406 0.217 7.592 -0.359
C -4.178 0.943 7.602 -0.664
O -7.106 0.206 9.132 -0.286
C -7.423 -1.196 9.033 -0.648
H -7.135 0.862 4.246 0.267
H -5.455 0.626 4.749 0.230
H -6.732 -0.424 5.398 0.336
H -4.328 2.007 7.424 0.264
H -3.539 0.544 6.814 0.255
H -3.690 0.793 8.565 0.260
H -6.544 -1.764 8.726 0.279
H -8.236 -1.368 8.327 0.285
H -7.740 -1.538 10.015 0.250
```

As for the structure (SMILES): CCP(C)c1cc(COC(F)(F)F)cc2c1C(=O)C=CC2=O.COP(=O)(OC)OC.COP(=O)(OC)OC.COP(=O)(OC)OC.COP(=O)(OC)OC.COP(=O)(OC)OC. The max |F| is 8.1 eV Å⁻¹. The LUMO energy comes out at -1.45 eV. As for the charge: 0. The orbital gap is 6.164 eV. For the energy, the calculation gives -5256.70607 a.u. The molar mass comes out at 1030.62 g mol⁻¹. As for the highest occupied orbital energy: -7.62 eV.

=====

[5]
Computed, not measured: an isolated molecule of C12H14O2 in a non-equilibrium geometry, with wB97M-V/def2-TZVPD.

Structure (XYZ):
```
28
Properties=species:S:1:pos:R:3:nbo_charge:R:1
C -1.319 1.749 -0.908 -0.082
C -0.854 2.264 0.297 -0.256
C -0.809 1.083 -2.169 -0.319
C 0.312 2.142 1.021 -0.203
C -0.524 -0.785 0.535 0.527
C -0.200 -2.056 -0.274 -0.472
C 0.702 -0.358 1.147 -0.383
C -0.061 -1.446 -1.801 -0.320
C -0.593 -0.174 -2.034 0.187
C 0.959 0.955 1.447 0.304
C -0.511 -2.330 -2.981 -0.578
C 1.563 1.024 3.621 -0.256
O -1.658 -0.317 0.494 -0.566
O 2.059 1.139 2.275 -0.536
H -2.348 1.868 -1.095 0.195
H -1.613 2.840 0.804 0.232
H -0.807 1.674 -3.133 0.216
H 0.736 3.202 1.455 0.223
H 0.677 -2.571 0.076 0.211
H -1.036 -2.784 -0.437 0.220
H 1.310 -1.088 1.553 0.223
H 1.092 -1.411 -1.875 0.237
H -1.542 -2.309 -3.044 0.208
H -0.228 -3.374 -2.919 0.208
H -0.006 -1.827 -3.761 0.215
H 2.451 1.237 4.142 0.194
H 1.443 -0.076 3.772 0.182
H 0.803 1.729 3.791 0.189
```

The max |F| is 3.8 eV Å⁻¹. The LUMO energy (spin up / spin down) comes out at -1.30 / 0.38 eV. As for the charge: 0. The orbital gap (spin up / spin down) is 5.816 / 8.076 eV. Its energy relative to the best compared isomer or geometry (same formula, charge and spin) is 145.7 kcal/mol. For the energy, the calculation gives -615.83903 a.u. The molar mass comes out at 190.24 g mol⁻¹. As for the highest occupied orbital energy (spin up / spin down): -7.12 / -7.70 eV.

=====

[6]
Computed, not measured: an isolated molecule of C4H9NO2 in a non-equilibrium geometry, with wB97M-V/def2-TZVPD.

Structure (XYZ):
```
16
Properties=species:S:1:pos:R:3:nbo_charge:R:1
C 1.613 -0.213 -1.329 -0.450
N 1.829 -0.076 0.068 -0.528
C 1.268 0.535 1.011 0.393
O -0.013 0.963 1.291 -0.525
C -1.096 0.831 0.331 -0.101
C -1.829 -0.506 0.430 -0.090
O -1.053 -1.591 -0.019 -0.712
H 2.505 -0.729 -1.695 0.203
H 0.709 -0.737 -1.629 0.201
H 1.632 0.807 -1.732 0.200
H 2.124 0.860 1.590 0.193
H -1.805 1.634 0.572 0.199
H -0.728 0.991 -0.687 0.187
H -2.166 -0.652 1.466 0.169
H -2.723 -0.485 -0.207 0.188
H -0.268 -1.633 0.541 0.472
```

As for the structure (SMILES): C/N=C\OCCO. The max |F| is 2.4 eV Å⁻¹. The LUMO energy comes out at 0.85 eV. As for the charge: 0. The orbital gap is 9.789 eV. Its energy relative to the best compared isomer or geometry (same formula, charge and spin) is 72.6 kcal/mol. For the energy, the calculation gives -362.96984 a.u. The molar mass comes out at 103.12 g mol⁻¹. As for the highest occupied orbital energy: -8.94 eV.